Entry 1:
91
Properties=species:S:1:pos:R:3:mulliken_charge:R:1 method="wB97M-V/def2-TZVPD" homo_ha="-0.0596 / -0.0619" de_lowest_ev=0.481 multiplicity=2 lumo_energy_ev="3.66 / 3.50" energy_ha=-14727.33761 total_charge=-2 gap_ev="5.28 / 5.18" s2=0.756
Sb 0.876 0.842 4.834 0.8472
Se 2.465 1.405 2.856 -0.5964
Se 1.397 -1.471 5.435 -0.7033
Se 1.199 2.725 6.334 -0.7929
Se -1.477 0.884 4.083 -0.6781
Ge 2.297 2.146 -0.368 1.3963
Ca -0.122 1.592 1.617 0.9229
S -2.763 0.220 0.373 0.6150
O -0.937 3.187 0.222 -0.2727
O -2.022 5.122 -0.057 -0.8179
N 0.639 -2.432 1.855 -0.2030
N -0.181 3.878 2.765 -0.3439
N -1.280 -0.265 0.538 -0.1413
N 1.350 -1.415 1.173 0.4027
C 1.394 -3.674 2.104 1.7103
C -6.054 -1.650 1.816 -0.6261
C -4.086 -1.327 -3.154 -0.7135
C 0.083 1.244 -3.963 0.9617
C -1.430 4.287 0.634 0.4223
C 0.745 1.126 -2.716 -0.7534
C 0.270 -1.255 -2.720 -0.4269
C 4.210 0.814 -2.153 -0.0479
C 0.569 -4.450 3.127 -1.7270
C 2.802 -3.423 2.652 -1.6091
C 5.853 -0.213 -0.185 -0.7373
C 0.447 3.627 -3.917 -0.9180
C -3.323 -0.011 -1.309 0.1729
C -5.506 -2.482 2.786 -0.4497
C -3.855 -0.891 1.254 0.2197
C 6.151 -0.456 -1.519 -0.3640
C -3.579 1.010 -3.457 -0.4619
C -3.733 -1.237 -1.818 -0.2305
C -4.136 -2.504 2.994 -0.7022
C -3.297 -1.705 2.227 -0.6181
C -5.229 -0.845 1.049 -0.3933
C 1.131 3.495 -2.690 -0.3984
C 1.309 2.279 -2.086 0.8926
C -0.361 -1.136 -3.974 -0.7336
C 4.738 0.539 0.160 -0.1055
C 3.896 1.072 -0.817 0.2298
C 0.808 -0.154 -2.116 1.2931
C -0.053 2.528 -4.551 -0.9045
C 2.828 3.989 0.098 -1.5578
C 1.472 -4.456 0.794 -1.8039
C -3.228 1.114 -2.117 -0.4415
C -0.451 0.086 -4.579 -0.8030
C -1.303 4.563 2.149 -0.5365
C 5.322 0.060 -2.505 -0.7132
C -4.014 -0.202 -3.969 -0.4029
H 0.701 4.348 2.597 0.1187
H 2.041 -5.379 0.934 0.4577
H -7.126 -1.622 1.664 0.3743
H -0.957 0.197 -5.532 0.3547
H -3.707 -3.126 3.769 0.4424
H 1.511 4.395 -2.220 0.3292
H 2.750 -2.777 3.531 0.1782
H -3.497 1.880 -4.095 0.3758
H 5.534 -0.123 -3.552 0.3673
H 3.276 -4.369 2.930 0.4627
H 0.469 -4.707 0.439 0.2844
H 1.258 -0.237 -1.135 -1.5104
H 0.324 4.612 -4.351 0.3834
H -2.230 -1.669 2.412 0.5591
H 3.439 -2.943 1.905 0.3467
H -0.447 -4.597 2.751 0.3274
H 3.516 4.396 -0.648 0.4620
H -4.411 -2.274 -3.566 0.3733
H 1.979 -3.876 0.019 0.3555
H 6.483 -0.614 0.600 0.3976
H -6.156 -3.100 3.392 0.3563
H 0.312 -2.218 -2.223 0.4725
H 0.401 -2.027 2.761 0.0511
H -0.792 -2.011 -4.447 0.3867
H -2.216 4.164 2.603 0.2425
H -0.279 3.771 3.771 0.1358
H -0.575 2.614 -5.499 0.3547
H 0.520 -3.899 4.069 0.2451
H -1.322 5.650 2.269 0.3102
H 3.574 1.206 -2.939 0.3123
H 1.015 -5.431 3.315 0.4576
H -4.284 -0.279 -5.015 0.3725
H 1.508 -1.695 0.215 -0.0606
H 4.511 0.693 1.210 0.1017
H -2.861 2.048 -1.700 0.3671
H 7.018 -1.048 -1.788 0.3567
H -1.156 -1.266 0.387 0.0085
H 2.226 -1.159 1.625 0.0775
H 3.311 3.963 1.073 0.3073
H -5.645 -0.188 0.293 0.4383
H 1.940 4.620 0.154 0.4107
H -3.786 -2.102 -1.167 0.4979

***

Entry 2:
84
Properties=species:S:1:pos:R:3:mulliken_charge:R:1 method="wB97M-V/def2-TZVPD" homo_ha=-0.1027 de_lowest_ev=2.651 lumo_energy_ev=0.71 energy_ha=-2180.92528 total_charge=-1 gap_ev=3.51
Rb 0.862 1.846 -0.256 0.6690
Si -2.676 -0.632 -1.027 0.3018
Si 0.514 1.362 5.600 -0.0466
N 1.534 4.694 -1.040 -0.3997
N -0.029 -1.601 -0.491 0.3173
N 3.665 2.124 -0.838 0.0401
N 3.184 3.125 -1.407 -0.3902
C 0.733 1.489 2.566 3.1902
C -0.664 0.028 6.256 -0.9623
C -2.596 -1.140 -5.716 -0.3672
C -0.105 3.017 6.292 -0.9575
C 0.625 1.412 3.794 -3.5521
C 2.647 4.106 -0.582 0.2466
C -2.795 -2.253 -4.911 -0.8874
C -1.444 -1.856 -0.208 -0.8966
C -6.866 -2.244 0.464 -0.3654
C 5.891 0.778 -3.467 -0.6390
C 3.251 4.486 0.623 -0.0482
C -5.446 -1.508 -1.333 -0.0699
C -2.479 0.234 -3.746 -0.2482
C -2.833 -2.115 -3.530 0.3295
C 5.150 1.692 -2.744 -0.0877
C 5.114 -1.001 -2.046 -0.6195
C -6.683 -1.947 -0.879 -0.6790
C -2.443 0.109 -5.129 -0.5986
C 5.868 -0.570 -3.132 -0.3846
C 0.531 -3.485 -2.046 -0.5761
C 4.394 1.264 -1.647 -0.0256
C 2.670 5.487 1.371 -0.5956
C 0.400 -1.972 -1.832 -0.3640
C 0.984 5.644 -0.300 -0.3135
C 4.399 -0.090 -1.295 -0.1909
C 2.214 1.030 6.377 -0.9466
C 1.501 6.077 0.913 -0.2979
C -4.574 -1.649 0.882 -0.3827
C -5.805 -2.089 1.346 -0.6112
C 1.040 -3.690 0.399 -0.6185
C -4.360 -1.358 -0.468 0.4147
C -2.669 -0.871 -2.916 -0.2697
C -2.388 1.073 -0.541 -1.3473
C 0.878 -2.168 0.499 -0.1985
C 1.480 -4.088 -1.010 -0.5856
H 1.768 -4.024 1.143 0.4003
H -7.505 -2.059 -1.578 0.3660
H -2.834 1.864 -1.147 0.1593
H 1.385 -1.513 -2.008 0.2999
H 1.862 -1.700 0.354 -0.3156
H 3.828 -0.399 -0.427 0.5228
H 0.540 3.833 5.959 0.2669
H -5.938 -2.310 2.400 0.3746
H -3.763 -1.511 1.590 0.2749
H 4.175 4.008 0.918 0.3782
H -1.738 -2.906 -0.388 0.1700
H -2.481 1.288 0.525 0.2824
H 1.509 -5.177 -1.107 0.3792
H -2.917 -3.232 -5.362 0.3694
H -2.559 -1.246 -6.794 0.3490
H 6.494 1.113 -4.301 0.3530
H -1.115 3.225 5.932 0.2891
H 6.443 -1.284 -3.708 0.3829
H 0.893 -3.679 -3.060 0.4267
H -1.679 0.199 5.891 0.2903
H -0.693 0.025 7.349 0.2666
H 2.602 0.063 6.050 0.2780
H 5.160 2.745 -2.990 0.4421
H -5.319 -1.270 -2.385 0.2906
H -0.126 3.024 7.386 0.2736
H -7.831 -2.583 0.822 0.3440
H 0.527 -1.887 1.493 0.4890
H -2.292 0.986 -5.747 0.3714
H 2.928 1.795 6.063 0.2731
H 3.114 5.799 2.307 0.3966
H -0.300 -1.556 -2.554 0.0119
H -2.349 1.211 -3.291 0.2785
H 2.495 -3.715 -1.196 0.1173
H -2.999 -2.998 -2.919 0.4599
H 0.999 6.845 1.482 0.3824
H -0.354 -0.965 5.923 0.2855
H 5.091 -2.051 -1.786 0.3774
H -1.573 -1.698 0.869 0.4696
H 0.073 6.076 -0.700 0.4005
H 0.085 -4.172 0.630 0.3091
H -0.456 -3.948 -1.955 0.2074
H 2.175 1.029 7.470 0.2705

***

Entry 3:
96
Properties=species:S:1:pos:R:3:mulliken_charge:R:1 method="wB97M-V/def2-TZVPD" homo_ha=-0.4189 de_lowest_ev=7.232 lumo_energy_ev=-5.39 energy_ha=-5481.67447 total_charge=+2 gap_ev=6.01
W 2.156 -2.680 0.579 0.8874
Sb -2.184 -1.465 -1.228 0.5626
Sb 0.568 -3.100 -1.851 0.4574
As 3.310 -4.366 -1.159 1.0000
S 4.590 -1.802 1.066 0.7705
F -0.772 3.805 -0.395 -0.3518
O 5.875 -1.396 1.488 -0.6460
O 4.715 -5.370 -1.058 -0.5948
O 2.302 -4.655 0.210 -0.9274
O 4.253 -3.254 1.043 -0.7040
O 0.220 -3.058 1.300 -0.5578
O 1.239 -0.728 0.440 0.0180
O 3.411 -1.204 1.743 -0.5339
O 1.936 -3.319 2.667 -0.7084
O 2.322 -4.635 -2.465 -0.6589
N -2.019 7.214 2.913 -0.1321
N -1.711 4.769 2.121 0.1679
N -0.199 0.571 4.017 0.1958
C -3.960 -0.279 -1.496 -1.3086
C 4.300 -1.469 -0.666 1.2621
C 5.209 -0.232 -2.495 -0.6683
C -1.118 3.500 1.950 -0.8849
C 4.888 -0.288 -1.161 -1.0105
C -3.204 -2.840 0.063 -1.3536
C 0.223 2.126 5.978 -0.4481
C -0.636 3.035 0.704 0.3902
C -0.938 2.665 3.041 -0.7979
C -2.846 4.899 3.029 -0.5733
C 4.049 -2.548 -1.513 0.9617
C 4.975 -1.326 -3.339 -0.6419
C 0.105 0.969 1.657 1.2464
C -1.821 -0.317 -6.067 -0.7728
C -0.343 1.402 2.916 -0.4081
C 0.207 -3.479 -3.967 -1.7558
C 0.378 0.721 6.474 -0.9513
C -2.448 7.012 1.489 -0.8131
C -0.575 -4.780 -1.140 -1.4117
C 1.094 -1.068 -2.527 -1.1019
C -0.569 -0.753 -6.471 -0.7671
C -2.435 -0.921 -4.983 -0.6577
C -1.819 -1.952 -4.274 0.9646
C 0.224 -0.702 3.851 -0.3149
C -0.546 -2.389 -4.674 0.7717
C -2.534 -2.551 -3.102 -1.0863
C -2.699 6.204 3.810 -0.7837
C 4.361 -2.471 -2.882 -1.1871
C 0.960 -2.592 2.299 0.8996
C -0.567 1.014 5.349 -0.3802
C -0.042 1.821 0.556 -0.2573
C 0.050 -1.780 -5.778 -0.6574
C 0.705 -0.327 1.523 0.8698
C -1.849 5.694 0.990 -0.7106
C 0.652 -1.179 2.653 -0.8781
H -0.867 5.888 0.565 0.5203
H -1.009 7.075 2.973 0.3821
H -2.325 0.475 -6.605 0.4182
H -3.790 4.880 2.473 0.2980
H 1.304 0.217 6.231 0.3463
H 0.300 1.502 -0.420 0.5505
H -3.536 7.018 1.495 0.3473
H -0.312 2.835 6.593 0.3191
H 5.302 -1.272 -4.370 0.4588
H 1.564 -0.504 -1.730 0.1988
H -0.336 -4.951 -0.096 0.3649
H -0.056 0.451 7.425 0.2679
H -2.491 5.311 0.193 0.4226
H 0.216 -1.316 4.741 0.7783
H -1.631 0.953 5.548 0.4432
H 4.143 -3.295 -3.548 0.4438
H -2.214 8.164 3.229 0.3494
H -3.429 -0.602 -4.687 0.4610
H -1.643 -4.693 -1.306 0.4849
H -3.848 0.415 -2.326 0.3887
H 5.113 0.530 -0.491 0.5701
H -3.988 -3.349 -0.497 0.4764
H -3.615 -2.497 -3.228 0.8077
H 1.201 -3.597 -4.396 0.5616
H -4.761 -0.987 -1.705 0.4298
H -0.082 -0.308 -7.329 0.4213
H -2.277 -3.599 -2.959 0.4150
H 1.043 2.534 5.402 0.2381
H -3.664 -2.275 0.874 0.4381
H -2.893 4.079 3.737 0.4121
H 4.573 -6.198 -1.545 0.3870
H 1.797 -1.289 -3.332 0.4555
H 1.025 -2.129 -6.101 0.4273
H -3.662 6.618 4.102 0.3679
H -2.522 -3.566 0.497 0.2912
H -1.228 2.989 4.027 0.7274
H 5.698 0.647 -2.894 0.4882
H -0.133 -5.543 -1.778 0.5797
H -2.073 6.093 4.692 0.4402
H -0.293 -4.448 -4.047 0.6052
H -2.100 7.853 0.893 0.4108
H -4.184 0.272 -0.585 0.3278
H 0.246 -0.526 -2.939 0.4491

***

Entry 4:
90
Properties=species:S:1:pos:R:3:mulliken_charge:R:1 method="wB97M-V/def2-TZVPD" homo_ha="-0.0315 / -0.0378" de_lowest_ev=0.000 multiplicity=3 lumo_energy_ev="4.52 / 4.52" energy_ha=-5503.01401 total_charge=-2 gap_ev="5.38 / 5.55" s2=2.025
As -1.975 -1.745 -0.308 0.4019
Ti 0.241 0.215 0.018 0.1710
Si -1.612 -3.972 0.189 0.4036
Si -2.966 -2.036 -2.365 0.1968
O -0.683 0.173 1.829 -0.4630
O 0.346 0.567 -2.058 -0.7669
N 2.052 -0.018 1.201 1.2250
N 2.786 -1.109 1.248 -1.3443
N 1.009 2.173 0.499 1.0443
N 1.474 -1.516 -0.642 0.7294
N -1.546 1.384 -0.551 1.1439
N -1.578 1.821 -1.873 -0.4626
C 2.124 3.407 2.347 -0.7936
C -1.804 -2.313 -3.843 -0.8556
C -1.034 -5.178 -1.164 -0.9577
C 3.520 2.114 3.857 -0.6287
C 2.005 -3.333 -2.103 -0.9157
C 0.564 3.373 -0.080 -1.1467
C 2.992 -3.776 -1.206 -0.2357
C 3.224 -3.070 -0.058 -0.6921
C -0.403 4.181 0.526 0.5934
C 1.783 2.255 1.613 0.5828
C -2.027 0.392 3.736 -1.5672
C -1.757 0.692 2.282 0.9393
C -0.308 -4.076 1.554 -0.8978
C 1.271 -2.220 -1.762 -0.4701
C -1.313 2.682 -4.527 -0.1951
C 3.229 0.963 3.130 -0.6895
C -1.173 3.045 -5.857 -0.8979
C 2.967 3.325 3.449 -0.7407
C 1.047 3.753 -1.333 0.0102
C 2.373 1.027 2.039 0.2119
C -4.224 -3.465 -2.432 -1.2099
C -0.445 1.750 -3.960 0.4729
C -3.609 2.665 -0.415 -1.4875
C 0.563 1.194 -4.740 -0.1045
C -3.991 -0.510 -2.814 -0.7877
C 0.574 4.893 -1.968 -0.5108
C -3.174 -4.784 0.913 -1.2729
C -0.869 5.324 -0.104 -0.9546
C 0.700 1.558 -6.074 -0.8824
C -2.538 1.793 0.183 1.0093
C -0.563 1.349 -2.526 0.0964
C 2.470 -1.900 0.196 -0.2442
C -2.649 1.460 1.567 -1.2794
C -0.167 2.484 -6.636 -0.4863
C -0.386 5.687 -1.357 -0.5792
H 1.230 0.479 -4.276 0.4149
H -2.374 -2.449 -4.769 0.4653
H 0.945 5.150 -2.954 0.3756
H -4.374 2.890 0.328 0.4304
H -3.981 -4.791 0.175 0.2905
H -1.689 -5.163 -2.039 0.2324
H -3.524 -4.205 1.771 0.2715
H -1.852 3.772 -6.290 0.3986
H -0.533 -3.370 2.358 0.2122
H 0.466 -1.855 -2.385 0.3181
H 1.776 3.109 -1.811 0.2739
H -0.247 -5.084 1.979 0.3865
H 3.569 -4.669 -1.421 0.3541
H 1.487 1.117 -6.674 0.4021
H -0.766 6.571 -1.856 0.3579
H 3.654 0.002 3.389 0.4202
H -4.994 -3.314 -1.671 0.2684
H -2.988 -5.815 1.234 0.3128
H -3.372 0.392 -2.832 -0.0425
H -3.165 3.594 -0.780 0.2032
H -2.943 0.863 4.094 0.3883
H -3.769 -4.442 -2.254 0.2742
H -1.633 5.926 0.377 0.3508
H 0.676 -3.811 1.162 0.1024
H -1.180 0.730 4.336 0.3070
H -1.147 -1.448 -3.976 0.0874
H -0.059 2.769 -7.676 0.3683
H -1.012 -6.202 -0.773 0.3983
H -4.777 -0.361 -2.069 0.2467
H -4.460 -0.633 -3.797 0.4187
H -4.063 2.175 -1.276 0.1313
H -2.106 -0.691 3.856 0.2752
H 3.981 -3.354 0.661 0.4714
H -0.805 3.870 1.484 0.4467
H -3.528 1.815 2.088 0.0817
H 3.200 4.231 4.000 0.3487
H -2.083 3.111 -3.900 0.4179
H -4.710 -3.491 -3.415 0.3215
H -0.029 -4.914 -1.497 0.1505
H -1.173 -3.193 -3.692 0.1761
H 1.728 4.368 2.044 0.3828
H 4.171 2.070 4.722 0.3473
H 1.789 -3.862 -3.022 0.4489

***

Entry 5:
84
Properties=species:S:1:pos:R:3:mulliken_charge:R:1 method="wB97M-V/def2-TZVPD" homo_ha=-0.1165 de_lowest_ev=0.911 lumo_energy_ev=-0.50 energy_ha=-2522.83026 total_charge=0 gap_ev=2.67
Cl 2.883 0.180 -1.708 -0.1227
Si 0.861 0.102 -0.920 -0.7586
Si 1.875 -0.022 -3.727 0.0261
N 1.412 -0.550 4.349 0.6781
N 0.076 1.766 4.113 0.6853
C 1.568 -2.856 -3.537 -0.2898
C -1.762 -0.199 2.941 -0.6287
C 0.773 1.364 -4.267 0.3196
C -2.375 2.638 -0.612 -0.8123
C -1.243 -2.445 3.014 -0.8885
C 0.998 -4.073 -3.904 -0.3710
C -0.305 -2.966 -5.612 -0.6368
C 0.675 3.523 -5.401 -0.5794
C -0.724 3.477 -5.371 -0.5524
C 2.021 -1.431 3.318 -0.8557
C -0.187 1.624 -0.973 1.6543
C -1.818 -0.640 4.342 -0.3423
C -1.431 -1.344 2.157 0.1795
C -0.536 3.991 -1.410 -0.6304
C -1.329 -1.530 -1.879 0.5361
C 1.304 1.820 4.992 -0.5507
C -1.879 3.873 -1.040 -0.7006
C -1.974 -2.762 -2.034 -0.7660
C -0.632 1.310 -4.282 0.5892
C -1.372 2.382 -4.790 -0.7749
C -1.014 2.572 4.715 -1.1308
C 0.373 -2.617 -0.533 -0.9436
C 2.246 0.714 4.522 -0.9069
C -0.124 -1.452 -1.157 1.5191
C 0.401 2.283 2.752 -0.7185
C 1.372 -1.269 5.658 -1.1026
C -0.322 -3.823 -0.625 -0.6412
C 0.251 -1.739 -5.240 -0.3040
C 0.078 -4.138 -4.955 -0.6150
C 1.168 -1.663 -4.171 0.6938
C -1.494 -3.898 -1.383 -0.8891
C -1.487 -2.041 4.344 -1.2218
C 1.421 2.489 -4.830 -0.7538
C 0.314 2.883 -1.347 -0.9274
C -1.534 1.525 -0.570 -0.1522
Be -0.167 0.073 3.976 -0.8189
H 0.075 -4.711 -0.127 0.4508
H -0.338 -5.099 -5.261 0.3709
H 2.103 -0.887 2.368 0.2200
H -0.682 3.615 4.812 0.4143
H -2.463 2.353 -4.736 0.3796
H -0.495 2.282 2.116 0.2841
H -1.942 0.561 -0.255 0.2965
H -2.023 -4.847 -1.478 0.3947
H 1.323 -2.573 0.008 0.2185
H -2.859 -2.816 -2.675 0.3572
H 1.387 -2.311 3.162 0.2807
H 2.305 -2.825 -2.729 0.1974
H 3.022 -1.745 3.655 0.4228
H -1.556 -2.706 5.206 0.5924
H 1.359 2.983 -1.646 0.3323
H -1.307 4.294 -5.801 0.3692
H 1.167 1.662 2.268 0.1692
H 1.771 2.814 4.904 0.3526
H -2.541 4.738 -1.093 0.3851
H 1.267 0.043 0.506 -0.2902
H -1.747 -0.639 -2.360 -0.1143
H -1.158 0.438 -3.888 0.1177
H 0.783 3.313 2.843 0.3784
H -2.220 0.712 2.547 0.9202
H -1.022 -3.461 2.682 0.4806
H -2.325 -0.103 5.148 0.6622
H 0.991 1.653 6.034 0.3827
H -0.148 4.949 -1.768 0.4082
H -3.424 2.528 -0.329 0.4279
H 1.186 4.371 -5.861 0.3579
H 3.030 0.521 5.272 0.4167
H 2.719 0.968 3.562 0.4269
H -1.411 -1.388 1.069 0.6029
H 0.809 -0.678 6.393 0.3045
H -0.029 -0.833 -5.787 0.4048
H -1.913 2.528 4.089 0.2830
H 0.885 -2.243 5.540 0.3657
H 2.403 -1.414 6.017 0.3956
H 2.515 2.526 -4.837 0.3394
H -1.248 2.174 5.712 0.4034
H -1.039 -3.000 -6.423 0.3801
H 3.172 0.101 -4.419 -0.3996
H 1.260 -4.980 -3.355 0.3620